Molecular formula: C10H12BN2O2
Method: DFT, ωB97M-V/def2-TZVPD

Atoms and positions in Å:
B -1.19351 2.01980 0.36880
C 3.51144 -0.57286 -0.01993
C 3.03369 0.27403 0.91425
C 2.69682 -0.98046 -1.09309
C 1.69698 0.59988 0.94635
C 1.41684 -0.54059 -1.12111
C 0.84017 0.15178 -0.06080
C -2.27769 -1.84376 -0.86444
C -1.89446 -1.85401 0.40582
C -2.03867 -0.65534 -1.73374
C -0.78121 0.43961 -0.10998
N -1.37385 0.30961 -1.31763
N -1.38228 -0.60193 0.99975
O -0.22661 2.90428 0.14997
O -2.31968 2.15402 1.14825
H 4.54560 -0.61759 -0.16891
H 3.85484 0.62048 1.69571
H 2.95080 -1.58541 -1.94461
H 1.25924 1.05096 1.81403
H 0.76951 -0.79569 -1.93526
H -2.69959 -2.77830 -1.40814
H -1.96255 -2.58609 1.18196
H -2.53552 -0.80950 -2.72784
H -2.10252 -0.35175 1.53418
H -0.63154 -0.78983 1.67946
H -0.52592 3.83303 0.07410
H -2.63034 3.00564 1.59283

Forces on atoms 1 to 2 (eV/Å):
0.03 -1.54 1.53
-0.38 0.00 -2.85

highest occupied orbital energy = -12.67 eV
SMILES = OB(O)[C@]1(c2ccccc2)N=CC=C[NH2+]1
net charge = +1
E = -18309.86362 eV